A 16-piece molecular cluster, H34NO15 overall at a distorted geometry. Source: OMol25; level of theory: ωB97M-V/def2-TZVPD.

Last columns: bonded neighbours and bond lengths (Å).
Positions of all 50 atoms, in Å:
1 N 15.067 27.027 -2.191  H2 1.017, H3 0.996, H4 1.034, H5 1.004
2 H 15.251 27.201 -1.206  N1 1.017
3 H 15.870 26.865 -2.757  N1 0.996
4 H 14.624 27.892 -2.543  N1 1.034
5 H 14.451 26.238 -2.273  N1 1.004
6 O 14.783 25.326 0.838  H7 0.957, H8 0.974
7 H 14.099 25.381 0.171  O6 0.957
8 H 14.272 25.488 1.651  O6 0.974
9 O 14.501 26.091 -5.202  H10 0.985, H11 0.959
10 H 13.887 25.921 -5.953  O9 0.985
11 H 15.084 25.330 -5.169  O9 0.959
12 O 14.590 28.864 0.714  H13 0.967, H14 0.931
13 H 13.774 28.545 1.124  O12 0.967
14 H 14.385 28.988 -0.186  O12 0.931
15 O 17.087 29.067 -1.062  H16 0.952, H17 0.957
16 H 16.772 29.701 -1.698  O15 0.952
17 H 17.939 28.775 -1.386  O15 0.957
18 O 15.731 28.700 -4.745  H19 0.950, H20 0.983
19 H 15.277 28.109 -5.334  O18 0.950
20 H 16.705 28.630 -4.857  O18 0.983
21 O 12.700 25.169 -1.013  H22 0.936, H23 0.977
22 H 12.323 24.533 -0.439  O21 0.936
23 H 12.110 25.939 -0.894  O21 0.977
24 O 12.933 30.201 -4.241  H25 0.933, H26 0.968
25 H 12.831 31.127 -4.299  O24 0.933
26 H 13.439 29.930 -3.462  O24 0.968
27 O 17.032 26.850 1.402  H28 0.986, H29 0.955
28 H 17.035 27.543 0.701  O27 0.986
29 H 16.254 26.316 1.256  O27 0.955
30 O 15.051 24.058 -1.734  H31 0.948, H32 0.953
31 H 15.455 23.937 -0.885  O30 0.948
32 H 14.393 23.369 -1.751  O30 0.953
33 O 18.396 27.534 -2.710  H34 0.958, H35 0.978
34 H 19.182 27.671 -3.240  O33 0.958
35 H 18.707 26.858 -2.076  O33 0.978
36 O 17.529 25.261 -0.899  H37 0.945, H38 0.992
37 H 17.564 25.834 -0.148  O36 0.945
38 H 18.459 25.042 -1.165  O36 0.992
39 O 16.854 24.325 -3.736  H40 0.950, H41 0.993
40 H 17.714 23.972 -3.539  O39 0.950
41 H 16.366 24.258 -2.874  O39 0.993
42 O 14.131 29.987 -1.912  H43 0.976, H44 0.959
43 H 14.561 30.858 -1.820  O42 0.976
44 H 13.189 30.133 -1.811  O42 0.959
45 O 11.995 27.602 -1.929  H46 0.981, H47 0.944
46 H 11.215 27.042 -2.132  O45 0.981
47 H 11.643 28.343 -1.462  O45 0.944
48 O 12.632 24.655 -3.573  H49 0.932, H50 0.969
49 H 12.573 25.491 -3.981  O48 0.932
50 H 12.654 24.837 -2.622  O48 0.969

The value obtained for the gap between HOMO and LUMO is 10.33 eV. The total charge is +1. The HOMO energy comes out at -13.6 eV.


A 2-piece molecular cluster, CH2ClFO2S overall at a distorted geometry. Source: OMol25; level of theory: ωB97M-V/def2-TZVPD.

Last columns: bonded neighbours and bond lengths (Å).
Positions of all 8 atoms, in Å:
1 C 1.686 0.014 -0.024  Cl6 1.646, H7 1.001, H8 1.153
2 O -1.802 -0.575 1.372  S5 1.421
3 O -1.977 1.133 -0.307  S5 1.455
4 F -1.510 -1.326 -1.051  S5 1.781
5 S -1.270 -0.048 0.165  O2 1.421, O3 1.455, F4 1.781
6 Cl 2.056 1.617 -0.035  C1 1.646
7 H 1.557 -0.391 0.882  C1 1.001
8 H 1.260 -0.424 -1.002  C1 1.153

The value obtained for the gap between HOMO and LUMO (spin up / spin down) is 8.84 / 5.89 eV. The HOMO energy (spin up / spin down) comes out at -10.9 / -9.6 eV.


A 2-piece molecular cluster, C25H24N3O overall at a distorted geometry. Source: OMol25; level of theory: ωB97M-V/def2-TZVPD.

Last columns: bonded neighbours and bond lengths (Å).
Positions of all 53 atoms, in Å:
1 C 4.301 -1.270 1.154  N2 1.451, H19 1.091, H20 1.098, H21 1.099
2 N 2.887 -1.595 1.136  C1 1.451, C3 1.360, C18 1.399
3 C 1.895 -0.671 1.032  N2 1.360, C4 1.422, H22 1.088
4 C 0.631 -1.320 1.083  C3 1.422, C5 1.395, C13 1.477
5 C -0.605 -0.676 1.059  C4 1.395, C6 1.440, H23 1.094
6 C -1.875 -1.356 1.055  C5 1.440, C7 1.423, C12 1.422
7 C -2.178 -2.414 0.154  C6 1.423, C8 1.390, H24 1.094
8 C -3.399 -3.078 0.203  C7 1.390, C9 1.400, H25 1.092
9 C -4.351 -2.766 1.180  C8 1.400, C10 1.497, C11 1.401
10 C -5.622 -3.551 1.273  C9 1.497, H26 1.092, H27 1.096, H28 1.097
11 C -4.082 -1.708 2.058  C9 1.401, C12 1.387, H29 1.092
12 C -2.891 -0.999 1.983  C6 1.422, C11 1.387, H30 1.092
13 C 0.932 -2.755 1.265  C4 1.477, C14 1.387, C18 1.418
14 C 0.184 -3.897 1.507  C13 1.387, C15 1.406, H31 1.086
15 C 0.835 -5.137 1.641  C14 1.406, C16 1.403, H32 1.091
16 C 2.234 -5.234 1.593  C15 1.403, C17 1.403, H33 1.090
17 C 3.016 -4.082 1.421  C16 1.403, C18 1.388, H34 1.088
18 C 2.344 -2.879 1.258  N2 1.399, C13 1.418, C17 1.388
19 H 4.887 -2.186 1.247  C1 1.091
20 H 4.582 -0.748 0.230  C1 1.098
21 H 4.530 -0.606 1.999  C1 1.099
22 H 2.111 0.390 0.921  C3 1.088
23 H -0.594 0.410 1.188  C5 1.094
24 H -1.432 -2.698 -0.593  C7 1.094
25 H -3.621 -3.868 -0.518  C8 1.092
26 H -6.288 -3.118 2.023  C10 1.092
27 H -6.152 -3.569 0.314  C10 1.096
28 H -5.431 -4.594 1.555  C10 1.097
29 H -4.830 -1.447 2.809  C11 1.092
30 H -2.690 -0.179 2.675  C12 1.092
31 H -0.897 -3.832 1.597  C14 1.086
32 H 0.244 -6.041 1.789  C15 1.091
33 H 2.716 -6.207 1.697  C16 1.090
34 H 4.103 -4.110 1.408  C17 1.088
35 C 2.879 4.213 -4.792  O36 1.442, H46 1.089, H47 1.100, H48 1.100
36 O 2.336 5.387 -4.155  C35 1.442, C37 1.358
37 C 1.494 5.200 -3.105  O36 1.358, C38 1.417, C42 1.427
38 C 1.183 3.915 -2.594  C37 1.417, C39 1.393, H49 1.091
39 C 0.294 3.816 -1.526  C38 1.393, C40 1.420, N45 1.394
40 C -0.287 5.000 -1.001  C39 1.420, C41 1.390, N43 1.388
41 C 0.016 6.270 -1.479  C40 1.390, C42 1.393, H50 1.090
42 C 0.917 6.374 -2.535  C37 1.427, C41 1.393, H51 1.087
43 N -1.134 4.569 0.011  C40 1.388, C44 1.372, H52 1.014
44 C -1.061 3.201 0.087  N43 1.372, N45 1.333, H53 1.087
45 N -0.196 2.726 -0.808  C39 1.394, C44 1.333
46 H 3.502 4.611 -5.592  C35 1.089
47 H 3.489 3.625 -4.090  C35 1.100
48 H 2.081 3.580 -5.207  C35 1.100
49 H 1.614 3.009 -3.022  C38 1.091
50 H -0.449 7.143 -1.020  C41 1.090
51 H 1.194 7.337 -2.956  C42 1.087
52 H -1.699 5.177 0.593  N43 1.014
53 H -1.667 2.642 0.796  C44 1.087

The value obtained for the gap between HOMO and LUMO is 5.15 eV. The total charge is +1. The HOMO energy comes out at -9.9 eV.


One molecule with the formula C6H10O. Source: OMol25; level of theory: ωB97M-V/def2-TZVPD.

Last columns: bonded neighbours and bond lengths (Å).
Positions of all 17 atoms, in Å:
1 C 1.389 -0.965 0.630  C2 1.518, H8 1.092, H9 1.094, H10 1.093
2 C 0.774 -0.807 -0.748  C1 1.518, C3 1.501, C4 1.513, H11 1.088
3 C -0.693 -1.036 -0.973  C2 1.501, C4 1.507, H12 1.086, H13 1.083
4 C -0.142 0.365 -1.028  C2 1.513, C3 1.507, C5 1.522, H14 1.089
5 C -0.387 1.420 0.041  C4 1.522, C6 1.510, H15 1.097, H16 1.106
6 C -1.292 1.100 1.207  C5 1.510, O7 1.208, H17 1.110
7 O -1.534 0.001 1.644  C6 1.208
8 H 0.941 -1.790 1.186  C1 1.092
9 H 1.255 -0.063 1.235  C1 1.094
10 H 2.466 -1.142 0.562  C1 1.093
11 H 1.426 -1.086 -1.573  C2 1.088
12 H -1.004 -1.483 -1.913  C3 1.086
13 H -1.290 -1.314 -0.113  C3 1.083
14 H -0.061 0.789 -2.027  C4 1.089
15 H -0.731 2.358 -0.412  C5 1.097
16 H 0.567 1.663 0.545  C5 1.106
17 H -1.684 1.991 1.738  C6 1.110

The value obtained for the gap between HOMO and LUMO is 10.62 eV. As for the structure (SMILES): C[C@H]1C[C@H]1CC=O. The HOMO energy comes out at -9.6 eV.


One molecule with the formula C2H6P2 at a distorted geometry. Source: OMol25; level of theory: ωB97M-V/def2-TZVPD.

Last columns: bonded neighbours and bond lengths (Å).
Positions of all 10 atoms, in Å:
1 C 0.315 -0.086 0.729  C2 1.461, P4 1.761
2 C 1.651 -0.486 0.292  C1 1.461, H5 1.197, H6 1.188, H7 1.102
3 P -2.542 -0.582 -0.174  P4 2.085, H8 1.336
4 P -0.986 0.800 -0.062  C1 1.761, P3 2.085, H9 1.551, H10 1.458
5 H 2.278 -1.010 1.167  C2 1.197
6 H 2.283 0.456 -0.060  C2 1.188
7 H 1.585 -1.239 -0.511  C2 1.102
8 H -2.277 -1.395 -1.200  P3 1.336
9 H -0.627 1.905 -1.090  P4 1.551
10 H -1.679 1.638 0.909  P4 1.458

The value obtained for the gap between HOMO and LUMO (spin up / spin down) is 6.82 / 6.30 eV. The HOMO energy (spin up / spin down) comes out at -7.8 / -7.7 eV.


An isolated ion of composition C4H11N2O2 and charge +1 at a distorted geometry. Source: OMol25; level of theory: ωB97M-V/def2-TZVPD.

Last columns: bonded neighbours and bond lengths (Å).
Positions of all 19 atoms, in Å:
1 C -1.458 -0.014 0.589  C3 1.520, N6 1.452, H9 1.034, H10 1.070
2 C -0.308 -0.164 -1.344  C3 1.790, N6 1.600, O7 1.303, H11 1.076
3 C 0.020 0.264 0.363  C1 1.520, C2 1.790, N5 1.392, O8 1.381
4 C 2.148 -0.387 0.841  O8 1.389, H12 1.067, H13 1.102, H14 1.028
5 N 0.522 1.559 0.461  C3 1.392, H15 0.990, H16 0.956
6 N -1.806 -0.280 -0.795  C1 1.452, C2 1.600, H17 1.071, H18 1.096
7 O 0.193 -1.319 -1.679  C2 1.303, H19 1.010
8 O 0.805 -0.734 0.907  C3 1.381, C4 1.389
9 H -1.732 -0.634 1.370  C1 1.034
10 H -1.858 0.905 0.963  C1 1.070
11 H -0.441 0.507 -2.175  C2 1.076
12 H 2.245 0.277 0.012  C4 1.067
13 H 2.784 -1.282 0.741  C4 1.102
14 H 2.372 -0.105 1.803  C4 1.028
15 H 0.094 2.215 -0.144  N5 0.990
16 H 0.728 1.890 1.334  N5 0.956
17 H -2.334 -1.179 -1.044  N6 1.071
18 H -2.560 0.358 -1.269  N6 1.096
19 H 0.586 -1.877 -0.935  O7 1.010

The value obtained for the gap between HOMO and LUMO is 10.28 eV. The total charge is +1. As for the structure (SMILES): CO[C@]1(N)C[NH2+][C@@H]1O. The HOMO energy comes out at -13.7 eV.


E readings, ordered: -32749.5601, -31235.6147, -32825.9277, -8430.2976, -20742.6243, -11392.3241 eV
Energy above the lowest of the compared OMol25 structures with the same formula, charge and spin readings, ordered: 22.3, 65.2, 6.2, 21.7, 103.1, 87.6 kcal per mole